Entry from the OMol25 dataset: C4H15N2O as an isolated structure at a distorted geometry (ωB97M-V/def2-TZVPD).

Geometry as ORCA input:
```
! RIJCOSX wB97M-V def2-TZVPD def2/J DEFGRID3
* xyz 1 1
N 0.370 -0.797 1.142
C -0.217 -1.800 0.201
C 0.198 -1.368 -1.161
N -0.066 0.096 -1.376
C -1.103 0.856 -0.719
C 0.118 0.400 -2.827
H 3.921 4.008 4.291
H 1.027 -1.114 1.852
H 4.337 3.638 4.834
H -1.358 -1.860 0.363
H 0.181 -2.842 0.359
H -0.461 -1.909 -1.851
H 1.300 -1.795 -1.149
H -2.168 0.484 -0.749
H -1.129 1.853 -1.236
H -0.808 0.886 0.325
H -0.778 0.258 -3.397
H 0.798 -0.364 -3.182
H 0.518 1.381 -3.052
H -1.021 -0.324 1.904
H -1.730 0.448 3.088
O -1.929 -0.137 2.339
*
```

Results
Kohn-Sham gap: 5.08 eV
E_HOMO: -13.77 eV
total energy: -9404.9826 eV
LUMO: -8.69 eV
ΔE to the lowest compared entry with this formula, charge and spin: 200.2 kcal/mol

=====

Entry from the OMol25 dataset: C21H22As2Cl3NO3Pd as an isolated structure (ωB97M-V/def2-TZVPD).

Geometry as ORCA input:
```
! RIJCOSX wB97M-V def2-TZVPD def2/J DEFGRID3
* xyz 0 1
Pd 0.004 -0.491 -0.259
Cl 3.462 0.623 3.577
C 2.407 -0.736 3.377
C 2.535 -1.811 4.250
C 1.724 -2.912 4.141
Cl 1.906 -4.228 5.261
C 0.753 -2.984 3.119
C -0.096 -4.096 2.923
C -0.990 -4.101 1.890
C -1.032 -2.993 1.034
N -0.262 -1.941 1.203
C 0.634 -1.888 2.227
C 1.450 -0.676 2.344
O 1.293 0.326 1.587
H 3.286 -1.767 5.026
H -0.017 -4.938 3.596
H -1.646 -4.939 1.707
H -1.702 -2.977 0.183
C -3.833 -0.033 0.476
As -2.170 0.332 -0.482
C -2.760 -0.207 -2.273
C -2.068 2.243 -0.788
C -3.086 3.146 -0.507
C -2.921 4.484 -0.830
C -1.749 4.910 -1.438
C -0.731 4.007 -1.700
C -0.869 2.667 -1.356
As 0.593 1.371 -1.579
C 0.792 1.395 -3.512
C 2.067 2.342 -0.792
H -4.647 0.363 -0.131
H -3.853 0.412 1.469
H -3.944 -1.113 0.569
H -3.412 0.558 -2.695
H -3.309 -1.147 -2.198
H -1.891 -0.362 -2.909
H -4.009 2.816 -0.045
H -3.706 5.194 -0.609
H -1.620 5.953 -1.692
H 0.186 4.365 -2.155
H 1.012 2.416 -3.829
H -0.143 1.079 -3.973
H 1.606 0.731 -3.784
H 1.918 3.412 -0.927
H 2.986 2.010 -1.265
H 2.080 2.079 0.266
Cl 5.282 -1.786 -2.011
C 3.833 -2.266 -1.119
C 2.668 -1.292 -1.273
O 2.757 -0.239 -1.890
O 1.623 -1.727 -0.675
H 4.084 -2.336 -0.062
H 3.525 -3.250 -1.465
*
```

Results
Kohn-Sham gap: 6.42 eV
E_HOMO: -6.83 eV
total energy: -192492.0637 eV
LUMO: -0.41 eV
ΔE to the lowest compared entry with this formula, charge and spin: 15.6 kcal/mol

=====

Entry from the OMol25 dataset: C12H24CaF12O12P2 as an isolated structure at a distorted geometry (ωB97M-V/def2-TZVPD).

Geometry as ORCA input:
```
! RIJCOSX wB97M-V def2-TZVPD def2/J DEFGRID3
* xyz 0 1
Ca 0.262 0.219 0.308
P 3.309 -0.723 0.663
F 1.798 -1.373 0.776
F 3.923 -2.117 0.196
F 2.881 -0.428 -0.899
F 4.672 0.066 0.451
F 2.534 0.605 1.197
F 3.590 -1.081 2.206
P -2.703 2.037 0.034
F -3.384 0.738 0.734
F -1.955 0.939 -0.951
F -4.052 2.106 -0.843
F -1.951 3.221 -0.764
F -3.374 3.008 1.162
F -1.442 1.900 1.031
C -2.464 0.914 3.727
O -1.714 -0.151 4.330
C -0.615 -0.450 3.663
O -0.335 -0.151 2.530
O 0.140 -1.129 4.497
C 1.367 -1.743 4.099
H -3.269 1.408 4.272
H -3.060 0.519 2.899
H -1.836 1.691 3.299
H 2.134 -0.994 3.928
H 1.185 -2.274 3.162
H 1.703 -2.487 4.814
C 0.238 -2.838 -2.805
O 0.753 -1.761 -3.595
C 0.585 -0.534 -3.115
O 0.205 -0.264 -2.009
O 1.105 0.368 -3.918
C 1.974 0.052 -5.008
H -0.806 -2.670 -2.558
H 0.836 -2.935 -1.899
H 0.328 -3.733 -3.414
H 1.994 -1.010 -5.226
H 2.972 0.464 -4.863
H 1.559 0.595 -5.859
C -3.302 -1.484 -1.662
O -3.418 -2.122 -0.399
C -2.413 -2.233 0.437
O -1.431 -1.520 0.457
O -2.481 -3.390 1.076
C -1.416 -3.769 1.950
H -2.266 -1.251 -1.901
H -3.921 -0.593 -1.679
H -3.597 -2.208 -2.424
H -1.623 -3.247 2.885
H -0.411 -3.461 1.652
H -1.384 -4.851 2.008
C 2.105 3.002 -2.996
O 2.259 3.563 -1.711
C 1.500 3.215 -0.703
O 0.755 2.258 -0.604
O 1.667 4.105 0.245
C 1.118 3.879 1.538
H 2.586 3.667 -3.709
H 1.064 3.012 -3.333
H 2.462 1.979 -2.988
H 0.034 3.961 1.495
H 1.583 4.586 2.220
H 1.445 2.898 1.893
*
```

Results
Kohn-Sham gap: 11.65 eV
E_HOMO: -11.33 eV
total energy: -107046.5036 eV
LUMO: 0.32 eV
ΔE to the lowest compared entry with this formula, charge and spin: 10.3 kcal/mol

=====

Entry from the OMol25 dataset: C23H37CaF2NO10S3 as an isolated structure at a distorted geometry (ωB97M-V/def2-TZVPD).

Geometry as ORCA input:
```
! RIJCOSX wB97M-V def2-TZVPD def2/J DEFGRID3
* xyz 2 1
C -5.190 4.345 0.307
O -4.215 3.444 -0.218
C -4.716 2.406 -1.032
C -4.134 2.460 -2.452
C -2.945 1.544 -2.717
C -3.219 0.060 -2.467
C -2.095 -0.859 -3.015
C -1.378 -1.729 -1.984
S -2.593 -2.945 -1.261
O -2.083 -4.239 -1.540
O -2.906 -2.593 0.072
F -3.832 -2.720 -2.141
O -0.537 -2.590 -2.833
C 0.549 -3.037 -2.269
O 1.368 -3.796 -2.757
C 0.615 -2.320 -0.855
F 2.049 -2.031 -0.702
C 0.302 -3.418 0.193
C 1.464 -3.815 1.128
C 1.899 -2.833 2.230
C 0.806 -2.328 3.162
C 1.399 -1.245 4.112
C 0.841 0.158 3.864
O 1.959 1.080 3.797
C 1.632 2.317 3.384
C 2.751 3.093 2.764
O 0.525 2.779 3.512
C -0.322 -1.095 -0.986
C 0.373 0.111 -1.689
C 1.394 0.849 -0.786
C 2.867 0.911 -1.300
C 3.872 0.431 -0.231
S 5.123 1.671 0.154
O 4.580 2.945 -0.154
O 5.552 1.387 1.481
O 6.320 1.361 -0.838
N -0.798 -0.768 0.325
C -1.489 0.247 0.512
S -2.139 1.595 0.829
H -6.164 3.874 0.431
H -4.846 4.656 1.294
H -5.240 5.238 -0.318
H -4.428 1.460 -0.558
H -5.806 2.382 -1.074
H -3.877 3.496 -2.675
H -4.936 2.205 -3.150
H -2.045 1.893 -2.199
H -2.714 1.624 -3.786
H -4.133 -0.177 -3.013
H -3.437 -0.164 -1.420
H -1.389 -0.277 -3.608
H -2.547 -1.560 -3.716
H 0.056 -4.322 -0.366
H -0.577 -3.177 0.783
H 1.111 -4.715 1.638
H 2.336 -4.140 0.559
H 2.638 -3.349 2.845
H 2.422 -1.982 1.777
H -0.040 -1.899 2.630
H 0.448 -3.136 3.801
H 1.270 -1.542 5.149
H 2.475 -1.162 3.943
H 0.281 0.192 2.935
H 0.218 0.475 4.697
H 3.131 2.611 1.862
H 3.598 3.188 3.445
H 2.408 4.094 2.524
H -0.381 0.827 -2.000
H 0.855 -0.294 -2.600
H 1.363 0.411 0.212
H 1.041 1.872 -0.663
H 2.907 0.279 -2.206
H 3.069 1.937 -1.599
H 3.420 0.147 0.717
H 4.412 -0.454 -0.588
H 6.742 0.539 -0.539
Ca 2.707 -1.882 -2.766
*
```

Results
Kohn-Sham gap: 5.32 eV
E_HOMO: -13.78 eV
total energy: -102777.7022 eV
LUMO: -8.46 eV

=====

Entry from the OMol25 dataset: a 2-piece molecular cluster, C2H2O2S2 overall at a distorted geometry (ωB97M-V/def2-TZVPD).

Geometry as ORCA input:
```
! RIJCOSX wB97M-V def2-TZVPD def2/J DEFGRID3
* xyz 0 1
C 0.991 -0.330 -0.448
C 0.493 -0.801 -1.514
O -1.214 1.807 0.650
O 1.392 0.252 0.433
S -0.660 1.299 1.896
S -1.554 -0.073 2.728
H -0.590 -0.655 -1.587
H 1.142 -1.499 -2.158
*
```

Results
Kohn-Sham gap: 8.04 eV
E_HOMO: -9.58 eV
total energy: -27869.6576 eV
LUMO: -1.54 eV
ΔE to the lowest compared entry with this formula, charge and spin: 44.9 kcal/mol

=====

Entry from the OMol25 dataset: C5H7NO as an isolated structure (ωB97M-V/def2-TZVPD).

Geometry as ORCA input:
```
! RIJCOSX wB97M-V def2-TZVPD def2/J DEFGRID3
* xyz 0 1
O -0.913 0.043 -2.563
C -1.124 0.459 -1.448
C -0.272 0.073 -0.276
C 1.123 -0.545 -0.352
N 0.953 -0.352 1.152
C -0.447 -0.892 0.928
C 0.345 0.995 0.791
H -1.930 1.203 -1.259
H 1.197 -1.593 -0.655
H 1.922 0.056 -0.796
H -0.468 -1.967 0.724
H -1.144 -0.621 1.727
H -0.315 1.397 1.568
H 1.074 1.742 0.461
*
```

Results
Kohn-Sham gap: 9.90 eV
E_HOMO: -9.18 eV
total energy: -8832.6522 eV
LUMO: 0.72 eV
ΔE to the lowest compared entry with this formula, charge and spin: 81.9 kcal/mol

=====

Entry from the OMol25 dataset: an isolated ion of composition C5H8N4 and charge +2 at a distorted geometry (ωB97M-V/def2-TZVPD).

Geometry as ORCA input:
```
! RIJCOSX wB97M-V def2-TZVPD def2/J DEFGRID3
* xyz 2 1
C -0.579 1.785 -0.089
C 0.310 -0.880 -0.398
C -2.138 -0.067 0.186
C 1.221 0.322 -0.410
C 2.381 0.053 0.576
N -1.489 0.940 0.041
N 0.205 -2.025 -0.559
N 0.673 1.658 -0.284
N -3.385 -0.427 0.358
H 1.396 0.086 -1.523
H 1.966 0.338 1.492
H 3.247 0.820 0.399
H 2.666 -0.884 0.388
H 0.149 -2.969 -0.852
H 1.306 2.434 -0.174
H -3.744 -1.254 0.776
H -4.185 0.070 0.072
*
```

Results
Kohn-Sham gap (spin up / spin down): 8.43 / 8.44 eV
E_HOMO (spin up / spin down): -17.84 / -17.84 eV
total energy: -11251.6817 eV
LUMO (spin up / spin down): -9.41 / -9.41 eV
ΔE to the lowest compared entry with this formula, charge and spin: 79.5 kcal/mol

=====

Entry from the OMol25 dataset: C47H37CrN5OP2Se2Te as an isolated structure at a distorted geometry (ωB97M-V/def2-TZVPD).

Geometry as ORCA input:
```
! RIJCOSX wB97M-V def2-TZVPD def2/J DEFGRID3
* xyz 1 2
Cr 2.354 -0.097 -0.073
O 4.202 -0.369 -0.119
C 5.162 -0.182 0.724
C 6.507 -0.116 0.299
C 7.527 0.109 1.190
C 7.252 0.276 2.546
C 5.957 0.185 2.999
C 4.890 -0.055 2.121
C 3.552 -0.223 2.622
N 2.411 -0.294 1.917
C 1.400 -0.504 2.815
C 1.917 -0.565 4.072
N 3.264 -0.386 3.937
H 6.706 -0.226 -0.756
H 8.545 0.167 0.838
H 8.054 0.479 3.238
H 5.771 0.331 4.054
H 0.381 -0.606 2.488
H 1.461 -0.730 5.027
H 3.946 -0.390 4.679
Se -3.076 3.768 -0.597
P -3.239 1.670 -0.574
C -4.128 1.045 0.885
C -3.636 0.054 1.726
C -4.360 -0.307 2.848
C -5.570 0.306 3.129
C -6.069 1.282 2.279
C -5.345 1.661 1.165
C -4.047 1.025 -2.067
C -5.198 0.251 -2.025
C -5.791 -0.141 -3.214
C -5.238 0.233 -4.427
C -4.084 1.000 -4.464
C -3.489 1.405 -3.284
C -1.635 0.859 -0.545
C -0.312 1.313 -0.442
N 0.448 0.196 -0.319
N -0.362 -0.851 -0.369
N -1.594 -0.480 -0.501
P 0.536 2.883 -0.576
Se 2.662 2.349 -0.597
C 0.152 3.782 0.960
C 0.416 3.023 2.101
C 0.153 3.539 3.354
C -0.376 4.812 3.486
C -0.639 5.563 2.356
C -0.372 5.061 1.094
C 0.090 3.588 -2.190
C -0.330 4.896 -2.386
C -0.621 5.341 -3.662
C -0.467 4.497 -4.748
C -0.037 3.192 -4.556
C 0.235 2.732 -3.281
H -2.711 -0.453 1.495
H -3.979 -1.076 3.505
H -6.126 0.022 4.011
H -7.022 1.746 2.488
H -5.713 2.437 0.505
H -5.623 -0.039 -1.074
H -6.694 -0.733 -3.195
H -5.715 -0.064 -5.348
H -3.662 1.289 -5.414
H -2.602 2.027 -3.297
H 0.822 2.021 1.999
H 0.350 2.940 4.229
H -0.591 5.221 4.461
H -1.071 6.548 2.444
H -0.616 5.668 0.240
H -0.451 5.564 -1.552
H -0.966 6.355 -3.790
H -0.673 4.861 -5.742
H 0.089 2.535 -5.401
H 0.560 1.707 -3.137
Te 1.895 -2.549 -1.157
C 0.072 -3.570 -0.672
C -0.744 -3.993 -1.707
C -1.939 -4.630 -1.420
C -2.311 -4.841 -0.104
C -1.482 -4.432 0.927
C -0.288 -3.795 0.646
C 2.935 -4.422 -0.868
C 3.174 -5.207 -1.988
C 3.703 -6.477 -1.839
C 3.985 -6.968 -0.576
C 3.736 -6.188 0.541
C 3.210 -4.914 0.399
H -0.444 -3.825 -2.733
H -2.580 -4.958 -2.224
H -3.251 -5.323 0.120
H -1.771 -4.610 1.953
H 0.364 -3.465 1.445
H 2.938 -4.827 -2.973
H 3.896 -7.084 -2.711
H 4.404 -7.957 -0.461
H 3.953 -6.575 1.526
H 3.008 -4.309 1.274
*
```

Results
Kohn-Sham gap (spin up / spin down): 5.77 / 6.56 eV
E_HOMO (spin up / spin down): -9.94 / -9.94 eV
total energy: -243817.7422 eV
LUMO (spin up / spin down): -4.17 / -3.37 eV
expectation value of S²: 1.138
ΔE to the lowest compared entry with this formula, charge and spin: 15.7 kcal/mol

=====

Entry from the OMol25 dataset: a 2-piece molecular cluster, C5H12N2 overall at a distorted geometry (ωB97M-V/def2-TZVPD).

Geometry as ORCA input:
```
! RIJCOSX wB97M-V def2-TZVPD def2/J DEFGRID3
* xyz 0 1
C -0.783 0.046 -2.457
N -1.348 0.499 -1.215
C 0.259 -1.811 -0.052
N -0.263 -0.717 0.335
H -2.117 -0.123 -0.969
H -0.382 -0.985 -2.438
H -1.546 0.048 -3.252
H 0.027 0.710 -2.770
H 1.314 -2.063 -0.012
H -0.407 -2.541 -0.508
C -0.389 1.158 1.893
C 0.489 0.450 0.860
C 1.824 0.164 1.292
H 0.431 1.071 -0.066
H 0.095 2.080 2.218
H -0.548 0.518 2.763
H -1.352 1.401 1.447
H 2.206 0.548 2.228
H 2.491 -0.452 0.705
*
```

Results
Kohn-Sham gap (spin up / spin down): 8.55 / 8.23 eV
E_HOMO (spin up / spin down): -8.35 / -8.09 eV
total energy: -8354.6759 eV
LUMO (spin up / spin down): 0.20 / 0.15 eV
ΔE to the lowest compared entry with this formula, charge and spin: 125.9 kcal/mol

=====

Entry from the OMol25 dataset: C39H36AsBrN2OS5Ti as an isolated structure at a distorted geometry (ωB97M-V/def2-TZVPD).

Geometry as ORCA input:
```
! RIJCOSX wB97M-V def2-TZVPD def2/J DEFGRID3
* xyz -2 1
Ti -1.188 -0.722 0.732
S -1.897 6.868 -0.986
C -1.689 5.282 -0.568
S -2.079 3.956 -1.621
C -1.539 2.644 -0.550
C -1.097 3.047 0.663
S -0.349 2.022 1.889
S -1.076 4.775 0.972
S -1.617 1.046 -1.123
O -5.820 -3.779 2.063
C -4.986 -2.928 1.379
C -5.406 -2.297 0.203
C -4.507 -1.479 -0.450
N -3.298 -1.217 0.034
C -2.896 -1.748 1.198
Br -0.731 -3.588 0.736
C -3.722 -2.665 1.869
H -6.679 -3.801 1.624
H -6.406 -2.468 -0.186
H -4.777 -0.994 -1.385
H -3.382 -3.169 2.764
C 1.943 -3.767 -5.870
C 1.877 -2.869 -4.666
C 2.943 -2.062 -4.300
C 2.892 -1.267 -3.166
C 4.093 -0.422 -2.843
C 1.736 -1.228 -2.366
As 2.013 -0.254 -0.611
N 0.787 -0.770 0.678
C 1.364 -1.535 1.669
C 2.525 -2.314 1.502
C 3.014 -3.115 2.512
C 2.387 -3.175 3.746
C 1.241 -2.418 3.939
C 0.743 -1.617 2.935
C 1.678 1.669 -1.025
C 2.177 2.530 -0.032
C 2.782 1.981 1.228
C 2.164 3.905 -0.216
C 1.704 4.472 -1.393
C 1.711 5.957 -1.616
C 1.259 3.618 -2.388
C 1.246 2.239 -2.228
C 0.782 1.427 -3.401
C 0.641 -1.994 -2.774
C -0.693 -1.931 -2.102
C 0.730 -2.808 -3.898
H 2.931 -3.730 -6.327
H 1.206 -3.460 -6.616
H 1.724 -4.799 -5.588
H 3.841 -2.060 -4.906
H 4.844 -0.500 -3.629
H 4.542 -0.741 -1.898
H 3.804 0.627 -2.729
H 3.003 -2.341 0.524
H 3.886 -3.728 2.323
H 2.763 -3.822 4.528
H 0.708 -2.457 4.882
H -0.181 -1.061 3.100
H 2.096 1.281 1.711
H 3.012 2.777 1.935
H 3.705 1.440 0.984
H 2.519 4.553 0.578
H 2.162 6.479 -0.774
H 0.697 6.340 -1.741
H 2.267 6.206 -2.522
H 0.910 4.042 -3.323
H 0.154 2.032 -4.053
H 0.205 0.568 -3.075
H 1.636 1.080 -3.987
H -0.624 -1.467 -1.105
H -1.109 -2.936 -1.999
H -1.385 -1.335 -2.706
H -0.126 -3.409 -4.175
C -1.492 0.668 2.171
C -1.982 0.666 3.508
C -1.421 1.429 4.567
C -1.900 1.367 5.853
C -2.972 0.549 6.186
C -3.562 -0.193 5.170
C -3.095 -0.130 3.880
H -0.583 2.081 4.353
H -1.415 1.964 6.618
H -3.347 0.497 7.201
H -4.409 -0.832 5.397
H -3.615 -0.680 3.112
*
```

Results
Kohn-Sham gap: 5.12 eV
E_HOMO: -1.10 eV
total energy: -254229.6836 eV
LUMO: 4.02 eV
ΔE to the lowest compared entry with this formula, charge and spin: 24.7 kcal/mol

=====

Entry from the OMol25 dataset: an isolated ion of composition C12H7Cl2N2O and charge +1 at a distorted geometry (ωB97M-V/def2-TZVPD).

Geometry as ORCA input:
```
! RIJCOSX wB97M-V def2-TZVPD def2/J DEFGRID3
* xyz 1 1
N 3.176 2.706 0.953
N 2.825 1.824 0.395
C 2.340 0.832 -0.422
C 3.109 0.493 -1.556
C 2.681 -0.659 -2.293
Cl 3.720 -0.966 -3.661
C 1.646 -1.548 -2.002
C 0.952 -1.218 -0.803
C 1.215 -0.028 0.032
O 0.589 0.151 1.252
C -0.798 0.097 1.231
C -1.610 -0.905 1.849
C -2.978 -0.929 1.875
C -3.620 0.144 1.106
Cl -5.349 0.362 0.835
C -2.887 1.113 0.451
C -1.539 1.151 0.629
H 4.048 1.008 -1.946
H 1.292 -2.420 -2.626
H 0.114 -1.842 -0.355
H -1.078 -1.667 2.418
H -3.616 -1.581 2.430
H -3.366 1.951 0.010
H -0.866 1.930 0.197
*
```

Results
Kohn-Sham gap: 6.09 eV
E_HOMO: -11.96 eV
total energy: -42619.9648 eV
LUMO: -5.87 eV
ΔE to the lowest compared entry with this formula, charge and spin: 1.5 kcal/mol

=====

Q: total energy of number 4 (C23H37CaF2NO10S3)?
A: -102777.7022 eV